Here is a cluster of 7 separate species, C12H36N5O9 in total at a distorted geometry from the OMol25 dataset. Energies are from ωB97M-V/def2-TZVPD.

```
62
Properties=species:S:1:pos:R:3:lowdin_spin:R:1
N -1.107 0.519 -0.995 -0.0394
O -2.294 0.608 -0.951 0.3009
O -0.509 0.290 -2.058 0.3446
O -0.489 0.855 0.012 0.3110
C 2.431 1.220 2.227 0.0005
O 1.828 2.243 1.499 0.0036
H 3.509 1.377 2.266 0.0000
H 2.112 1.018 3.249 0.0002
H 2.233 0.322 1.642 0.0001
H 1.059 1.852 1.079 -0.0008
C 1.649 -2.827 0.045 0.0048
O 1.518 -3.834 0.720 0.0131
N 2.288 -2.831 -1.091 0.0062
N 1.068 -1.702 0.293 0.0385
H 2.280 -2.026 -1.702 0.0000
H 2.669 -3.699 -1.439 0.0001
H 1.222 -0.898 -0.298 -0.0012
H 0.369 -1.771 1.019 0.0005
C -1.824 -0.707 2.944 0.0007
O -2.050 -1.359 3.967 0.0097
N -0.591 -0.576 2.519 0.0028
N -2.732 -0.142 2.250 0.0027
H 0.114 -1.026 3.085 0.0000
H -0.389 0.056 1.758 -0.0005
H -3.691 -0.233 2.551 0.0000
H -2.586 0.313 1.360 -0.0016
C -2.421 -2.778 0.149 0.0001
C -1.877 -4.205 -0.210 0.0003
C -2.832 -5.316 0.303 0.0001
O -1.758 -4.382 -1.619 0.0005
H -3.402 -2.555 -0.273 0.0001
H -1.723 -2.011 -0.186 -0.0001
H -2.554 -2.699 1.228 0.0000
H -0.907 -4.332 0.270 0.0001
H -2.922 -5.332 1.390 0.0000
H -2.646 -6.346 -0.001 0.0000
H -3.814 -5.098 -0.115 0.0000
H -1.953 -5.303 -1.806 0.0000
C 4.365 -0.337 -1.199 0.0006
C 3.051 0.365 -1.451 -0.0002
C 3.278 1.842 -1.750 -0.0001
O 2.356 -0.245 -2.510 0.0059
H 5.023 -0.314 -2.069 0.0000
H 4.274 -1.418 -1.100 0.0000
H 4.835 0.014 -0.280 0.0000
H 2.407 0.260 -0.578 -0.0005
H 2.352 2.341 -2.035 -0.0001
H 3.927 1.907 -2.623 0.0000
H 3.847 2.453 -1.049 0.0000
H 1.453 0.081 -2.506 -0.0010
C -1.692 5.883 -1.219 0.0000
C -1.298 4.493 -0.764 0.0000
C -1.886 4.161 0.677 -0.0002
O -1.834 3.595 -1.677 -0.0005
H -2.769 6.044 -1.183 0.0000
H -1.324 6.154 -2.208 0.0000
H -1.349 6.726 -0.619 0.0000
H -0.221 4.358 -0.854 0.0000
H -1.476 3.210 1.016 -0.0004
H -2.974 4.095 0.693 0.0001
H -1.653 4.897 1.445 0.0000
H -1.967 2.751 -1.239 -0.0008
```

Highest occupied orbital energy (spin up / spin down) in eV: -9.8 / -9.8
Multiplicity: 2
Largest force on an atom in eV/A: 5.77
Frontier orbital gap (spin up / spin down) in eV: 7.968 / 3.340

***

Here is a structure of composition C31H40FeN3SeSi at a distorted geometry from the OMol25 dataset. Energies are from ωB97M-V/def2-TZVPD.

```
77
Properties=species:S:1:pos:R:3:lowdin_spin:R:1
Fe -0.156 0.280 -1.336 3.3706
C 1.551 1.266 5.127 -0.0001
C 2.185 -0.104 4.790 0.0000
C 3.065 -0.675 5.734 0.0002
C 3.577 -1.958 5.461 -0.0002
C 3.301 -2.589 4.246 0.0001
C 2.460 -2.005 3.285 0.0000
C 1.876 -0.753 3.524 0.0012
N 0.947 -0.154 2.604 0.0029
C 0.888 -0.394 1.232 0.0145
N 2.147 -0.553 0.637 0.0193
C 2.379 -0.887 -0.707 0.0269
C 1.333 -0.990 -1.637 0.0827
C 1.582 -1.592 -2.862 0.0253
C 2.873 -2.004 -3.229 0.0041
C 3.935 -1.802 -2.362 0.0082
C 3.727 -1.246 -1.093 0.0040
C 4.847 -1.090 -0.090 0.0008
N -0.212 -0.134 0.542 0.0651
C -1.502 -0.550 1.077 0.0111
C -1.747 -1.967 1.214 0.0058
C -2.924 -2.300 1.897 -0.0007
C -3.825 -1.349 2.432 0.0063
C -3.640 -0.004 2.190 -0.0005
C -2.422 0.409 1.548 0.0075
C -2.060 1.846 1.428 0.0077
H 2.201 1.767 5.851 0.0000
H 0.574 1.110 5.592 0.0000
H 1.457 1.882 4.238 0.0000
H 3.331 -0.135 6.630 0.0000
H 4.174 -2.408 6.249 0.0000
H 3.719 -3.579 4.069 0.0000
H 2.219 -2.519 2.319 0.0001
H 0.073 0.107 3.033 0.0000
H 2.914 -0.601 1.264 0.0006
H 0.739 -1.708 -3.550 0.0031
H 3.046 -2.360 -4.248 0.0007
H 4.967 -2.113 -2.637 0.0006
H 5.771 -1.499 -0.533 0.0003
H 4.664 -1.695 0.811 0.0000
H 5.044 -0.048 0.151 -0.0001
H -1.123 -2.713 0.778 0.0006
H -3.127 -3.355 2.081 -0.0002
H -4.691 -1.711 3.004 0.0005
H -4.355 0.734 2.591 -0.0002
H -2.919 2.493 1.519 0.0002
H -1.621 1.982 0.436 0.0083
H -1.403 2.187 2.221 0.0003
C -0.262 4.332 -0.708 0.0026
Si 0.657 3.811 -2.239 0.0316
C 0.133 4.903 -3.699 0.0078
C 2.519 3.836 -1.848 0.0049
Se 0.236 1.693 -3.133 0.1031
H -0.298 5.423 -0.661 0.0002
H 0.235 3.985 0.207 0.0001
H -1.296 3.963 -0.714 0.0003
H 0.409 5.955 -3.540 0.0015
H -0.953 4.891 -3.776 0.0006
H 0.510 4.589 -4.679 0.0004
H 2.777 4.800 -1.365 0.0005
H 3.106 3.734 -2.780 0.0005
H 2.766 2.975 -1.226 0.0007
C -4.457 -2.493 -2.083 0.0051
C -3.850 -1.524 -3.113 0.0109
C -4.827 -0.274 -3.307 0.0041
C -3.582 -2.196 -4.467 0.0015
C -2.570 -1.126 -2.538 0.0820
C -1.646 -0.540 -1.946 0.0613
H -5.318 -2.999 -2.466 0.0008
H -4.675 -1.923 -1.199 0.0001
H -3.745 -3.270 -1.783 0.0006
H -5.792 -0.674 -3.650 0.0006
H -4.456 0.485 -4.003 0.0002
H -4.932 0.200 -2.312 0.0000
H -4.447 -2.693 -4.906 0.0001
H -2.797 -2.929 -4.380 0.0003
H -3.284 -1.452 -5.206 0.0002
```

Highest occupied orbital energy (spin up / spin down) in eV: -2.8 / -3.2
Multiplicity: 5
Largest force on an atom in eV/A: 5.77
Frontier orbital gap (spin up / spin down) in eV: 5.112 / 5.525
Relative energy (zero: lowest compared OMol25 entry of this formula, charge and spin) in kJ/mol: 29.4
Total charge: -1

***

Here is the molecule C19H28N4O4 at a distorted geometry from the OMol25 dataset. Energies are from ωB97M-V/def2-TZVPD.

```
55
Properties=species:S:1:pos:R:3:mulliken_charge:R:1
C 2.524 -1.517 -3.875 -0.8360
O 1.552 -1.988 -2.975 -0.2826
C 0.477 -1.102 -2.749 -0.9188
C 0.818 0.010 -1.747 0.2526
N 0.027 1.204 -1.978 -0.1166
C 0.575 2.349 -1.262 -0.2246
C -0.221 3.604 -1.629 -1.2600
N -1.640 3.496 -1.366 0.1742
C -2.170 2.280 -1.948 -1.4149
C -1.367 1.018 -1.610 0.1548
H -1.772 0.181 -2.182 0.5861
H -1.463 0.765 -0.539 -0.1398
H -3.208 2.154 -1.634 0.4317
H -2.146 2.415 -3.034 0.4122
C -2.103 3.829 -0.037 -1.2319
C -1.948 2.775 1.010 0.8779
N -0.870 2.365 1.610 -0.4276
C -1.322 1.366 2.423 0.9276
N -2.610 1.189 2.333 -0.6173
O -3.032 2.103 1.415 -0.1462
C -0.420 0.520 3.241 -1.5284
C -0.072 -0.705 2.426 0.0422
C -1.048 -1.647 2.144 -0.5816
C -0.730 -2.754 1.384 -0.8089
C 0.554 -2.964 0.884 0.6800
C 1.546 -2.004 1.163 0.7538
C 1.207 -0.889 1.923 -0.0680
H 1.957 -0.145 2.143 0.3169
O 2.814 -2.215 0.681 -0.4261
C 3.769 -1.196 0.818 -0.8755
H 4.648 -1.549 0.279 0.2786
H 3.425 -0.256 0.372 0.2643
H 4.035 -1.025 1.867 0.3426
O 0.697 -4.124 0.191 -0.4928
C 1.821 -4.356 -0.634 -0.4116
H 2.737 -4.457 -0.049 0.2473
H 1.939 -3.565 -1.377 0.0222
H 1.606 -5.298 -1.138 0.2866
H -1.474 -3.500 1.155 0.4472
H -2.053 -1.505 2.510 0.4177
H -0.940 0.225 4.153 0.4389
H 0.476 1.090 3.487 0.3790
H -1.569 4.725 0.290 0.4266
H -3.173 4.056 -0.103 0.3793
H 0.179 4.467 -1.096 0.4376
H -0.116 3.775 -2.706 0.3551
H 1.614 2.485 -1.573 0.5832
H 0.552 2.198 -0.171 0.1251
H 1.867 0.285 -1.888 0.3280
H 0.701 -0.368 -0.718 -0.2204
H -0.332 -1.730 -2.367 0.3637
H 0.159 -0.641 -3.695 0.4163
H 2.078 -1.287 -4.850 0.3028
H 3.250 -2.321 -3.987 0.2458
H 3.035 -0.621 -3.505 0.3320
```

Highest occupied orbital energy in eV: -7.9
Largest force on an atom in eV/A: 1.18
Frontier orbital gap in eV: 8.644
Relative energy (zero: lowest compared OMol25 entry of this formula, charge and spin) in kJ/mol: 488.3
SMILES: COCCN1CCN(Cc2nc(Cc3ccc(OC)c(OC)c3)no2)CC1